95
Properties=species:S:1:pos:R:3:forces:R:3 method="wB97M-V/def2-TZVPD" gap_ev="4.905 / 4.904" charge=+4
V 0.332 0.063 -0.071 -0.3 -0.7 -0.6
C -1.754 4.883 1.462 0.0 0.0 0.0
N -1.563 3.458 1.137 0.0 -0.1 0.0
C -2.811 2.696 1.068 0.0 -0.1 0.0
C -0.367 2.898 1.052 0.0 0.0 -0.1
N -0.241 1.504 1.294 0.2 0.0 0.1
C -0.664 1.024 2.468 0.0 0.0 -0.1
C -0.880 1.772 3.658 -0.1 0.0 0.1
C -1.296 1.125 4.778 0.0 0.1 0.0
C -1.530 -0.290 4.787 0.0 0.0 0.0
C -1.347 -1.040 3.672 -0.1 0.0 0.0
C -0.927 -0.400 2.470 0.2 0.0 0.0
N -0.720 -0.991 1.287 -0.2 0.3 -0.1
C -1.306 -2.276 1.089 0.0 -0.1 0.0
N -2.628 -2.340 1.075 0.0 0.1 0.0
C -3.375 -3.544 1.481 0.0 0.0 0.0
C -3.464 -1.163 0.822 0.0 0.0 0.0
N -0.535 -3.327 0.914 0.1 0.0 0.0
C -0.978 -4.527 0.189 0.0 0.0 0.0
C 0.867 -3.352 1.342 0.0 0.0 0.0
N 0.717 3.575 0.714 0.0 -0.1 0.0
C 0.686 4.766 -0.145 0.0 0.0 0.0
C 2.054 3.204 1.184 0.0 0.0 0.0
H -2.558 4.940 2.194 0.0 0.0 0.0
H -2.041 5.462 0.586 0.0 0.0 0.0
H -0.852 5.295 1.903 0.0 0.0 0.0
H -3.241 2.581 2.065 0.0 0.0 0.0
H -2.637 1.725 0.617 0.0 0.0 0.0
H -3.516 3.255 0.454 0.0 0.0 0.0
H -0.674 2.834 3.680 0.0 0.0 0.0
H -1.437 1.678 5.698 0.0 0.0 0.0
H -1.845 -0.760 5.709 0.0 0.0 0.0
H -1.512 -2.110 3.696 0.0 0.0 0.0
H -2.724 -4.235 2.009 0.0 0.0 0.0
H -3.834 -4.039 0.626 0.0 0.0 0.0
H -4.163 -3.221 2.160 0.0 0.0 0.0
H -2.928 -0.450 0.200 0.0 0.0 0.0
H -3.774 -0.695 1.759 0.0 0.0 0.0
H -4.354 -1.493 0.288 0.0 0.0 0.0
H -1.197 -5.348 0.870 0.0 0.0 0.0
H -0.157 -4.829 -0.459 0.0 0.0 0.0
H -1.848 -4.299 -0.420 0.0 0.0 0.0
H 1.017 -2.707 2.202 0.0 -0.1 0.0
H 1.528 -3.061 0.523 0.0 0.0 0.0
H 1.109 -4.370 1.641 0.0 0.0 0.0
H -0.254 4.814 -0.686 0.0 0.0 0.0
H 1.500 4.664 -0.862 0.0 0.0 0.0
H 0.841 5.683 0.422 0.0 0.0 0.0
H 1.998 2.403 1.916 0.0 0.0 0.0
H 2.504 4.077 1.659 0.0 0.0 0.0
H 2.680 2.910 0.342 0.0 0.0 0.0
Se 8.001 0.626 -0.827 -0.1 0.0 0.0
N 6.945 0.129 0.505 0.0 0.0 0.0
C 5.709 0.274 0.091 0.0 0.0 0.0
C 4.549 -0.032 0.916 0.1 0.0 0.0
C 4.649 -0.454 2.243 0.0 0.0 0.0
C 3.487 -0.683 2.955 0.0 0.0 0.0
C 2.264 -0.525 2.322 0.0 0.0 0.0
N 2.138 -0.146 1.044 0.1 0.0 0.0
C 3.280 0.130 0.359 0.0 0.0 -0.1
C 3.116 0.656 -0.985 0.0 -0.1 0.1
N 1.838 0.848 -1.380 -0.1 0.3 0.1
C 1.626 1.343 -2.600 0.0 0.0 0.0
C 2.663 1.672 -3.467 0.0 0.0 0.0
C 3.968 1.492 -3.061 0.0 0.0 0.0
C 4.210 0.975 -1.784 0.1 0.0 0.0
C 5.544 0.764 -1.241 0.0 0.0 0.0
N 6.648 1.015 -1.902 0.0 0.0 0.0
H 5.627 -0.579 2.691 0.0 0.0 0.0
H 3.515 -0.992 3.990 0.0 0.0 0.0
H 1.358 -0.715 2.879 0.0 0.0 0.0
H 0.600 1.484 -2.901 0.0 0.0 0.0
H 2.432 2.068 -4.446 0.0 0.0 0.0
H 4.803 1.744 -3.702 0.0 0.0 0.0
C -0.743 -4.965 -4.562 0.0 0.0 0.0
O -1.685 -3.902 -4.797 0.0 0.1 0.0
C -1.671 -2.816 -4.069 0.0 0.0 0.0
C -2.615 -1.824 -4.443 0.0 0.0 0.0
C -2.655 -0.637 -3.784 0.0 0.0 0.0
C -1.781 -0.365 -2.692 0.0 0.0 0.0
C -1.734 0.905 -2.072 0.0 0.0 0.0
C -2.595 2.039 -2.527 0.0 0.0 0.0
O -0.930 1.168 -1.118 -0.1 0.0 0.1
C -0.881 -1.389 -2.316 0.0 -0.1 0.0
O -0.040 -1.169 -1.278 0.3 0.2 0.5
C -0.804 -2.593 -2.982 0.0 0.0 0.0
H -0.958 -5.711 -5.319 0.0 0.0 0.0
H -0.900 -5.389 -3.570 0.0 0.0 0.0
H 0.275 -4.595 -4.681 0.0 0.0 0.0
H -3.271 -2.038 -5.275 0.0 0.0 0.0
H -3.363 0.115 -4.102 0.0 0.0 0.0
H -3.651 1.800 -2.380 0.0 0.0 0.0
H -2.460 2.230 -3.592 0.0 0.0 0.0
H -2.348 2.939 -1.970 0.0 0.0 0.0
H -0.060 -3.320 -2.689 0.0 0.0 0.0